[1]
{
  "formula": "C19H43Cl2NP2Pt",
  "method": "the ωB97M-V functional and the def2-TZVPD basis",
  "gap_ev": [4.9, 6.1],
  "charge": 0,
  "homo_energy_ev": [-4.903, -8.184],
  "lumo_ev": [0.02, -2.13],
  "fmax_ha_per_bohr": 0.0599,
  "spin_multiplicity": 5,
  "symbols": ["Pt", "Cl", "P", "C", "C", "C", "C", "H", "C", "H", "H", "H", "H", "H", "H", "H", "C", "C", "H", "H", "H", "H", "H", "H", "C", "H", "C", "H", "H", "H", "H", "H", "H", "Cl", "H", "P", "C", "C", "C", "C", "H", "C", "H", "H", "H", "H", "H", "H", "H", "C", "C", "H", "H", "H", "H", "H", "H", "C", "H", "C", "H", "H", "H", "H", "H", "H", "N", "C"],
  "xyz": [[0.995, -0.234, -0.808], [-0.612, -1.709, 0.189], [0.660, -1.624, -2.597], [-1.002, -2.044, -3.248], [1.662, -0.892, -3.953], [1.279, -3.298, -2.108], [-2.040, -0.992, -2.892], [-1.244, -2.962, -2.686], [-1.072, -2.389, -4.744], [-0.785, -1.549, -5.385], [-2.121, -2.636, -4.972], [-0.462, -3.254, -5.021], [-2.067, -0.841, -1.812], [-3.018, -1.356, -3.225], [-1.838, -0.031, -3.382], [0.480, -3.583, -1.408], [2.590, -3.205, -1.319], [1.355, -4.355, -3.212], [0.364, -4.650, -3.584], [1.836, -5.256, -2.798], [1.956, -4.015, -4.065], [2.774, -2.193, -0.913], [3.447, -3.534, -1.932], [2.503, -3.880, -0.453], [1.015, 0.428, -4.394], [1.627, -1.623, -4.781], [3.118, -0.660, -3.548], [-0.012, 0.309, -4.762], [1.627, 0.851, -5.203], [1.008, 1.163, -3.573], [3.190, 0.048, -2.708], [3.621, -0.198, -4.412], [3.648, -1.583, -3.283], [2.130, 1.801, -1.172], [-0.082, 0.654, -1.603], [-1.082, 1.764, 3.282], [-1.286, 0.456, 4.505], [0.207, 3.041, 3.401], [-2.563, 1.889, 2.250], [-0.349, -0.709, 4.123], [-2.334, 0.126, 4.373], [-1.138, 0.925, 5.958], [-0.132, 1.314, 6.156], [-1.324, 0.072, 6.625], [-1.867, 1.712, 6.195], [-0.698, -1.199, 3.203], [-0.332, -1.452, 4.922], [0.681, -0.358, 3.952], [-2.902, 0.841, 2.116], [-2.250, 2.456, 0.855], [-3.660, 2.671, 2.996], [-4.048, 2.094, 3.851], [-4.491, 2.867, 2.308], [-3.272, 3.624, 3.384], [-1.382, 1.939, 0.409], [-2.053, 3.530, 0.898], [-3.117, 2.285, 0.209], [1.615, 2.441, 3.596], [-0.133, 3.536, 4.331], [0.205, 4.066, 2.249], [1.643, 1.609, 4.318], [2.321, 3.220, 3.928], [2.008, 2.051, 2.645], [0.488, 3.591, 1.297], [0.957, 4.848, 2.444], [-0.773, 4.552, 2.124], [2.523, -0.222, 1.954], [2.002, -0.286, 0.907]]
}

---

[2]
{
  "formula": "C19H43ClO2",
  "method": "the ωB97M-V functional and the def2-TZVPD basis",
  "gap_ev": 10.4,
  "charge": 0,
  "homo_energy_ev": -9.704,
  "lumo_ev": 0.69,
  "fmax_ha_per_bohr": 0.0531,
  "symbols": ["C", "C", "C", "Cl", "C", "O", "C", "C", "O", "C", "H", "H", "H", "H", "H", "H", "H", "H", "H", "H", "H", "H", "H", "H", "H", "C", "C", "C", "C", "C", "C", "H", "H", "H", "H", "H", "H", "H", "H", "H", "H", "H", "H", "H", "H", "C", "C", "C", "C", "C", "C", "H", "H", "H", "H", "H", "H", "H", "H", "H", "H", "H", "H", "H", "H"],
  "xyz": [[-0.432, -1.091, 0.892], [-0.339, -1.802, -0.583], [0.031, -3.400, -0.563], [0.770, -3.772, -2.264], [-1.298, -4.387, -0.418], [-2.156, -3.798, 0.622], [-3.588, -3.971, 0.335], [-4.148, -3.124, -0.952], [-5.302, -2.241, -0.650], [-4.799, -0.873, -0.377], [-1.158, -1.615, 1.651], [0.614, -1.005, 1.453], [-0.889, -0.004, 0.709], [0.515, -1.222, -1.181], [-1.315, -1.690, -1.240], [0.893, -3.676, 0.206], [-0.913, -5.447, -0.028], [-1.828, -4.597, -1.440], [-3.879, -5.124, 0.242], [-4.188, -3.565, 1.284], [-3.332, -2.507, -1.521], [-4.563, -3.932, -1.725], [-4.220, -0.942, 0.653], [-4.138, -0.442, -1.248], [-5.764, -0.175, -0.307], [4.090, 2.943, -5.365], [4.302, 1.439, -5.446], [2.993, 0.646, -5.408], [2.175, 0.802, -4.123], [2.910, 0.424, -2.834], [3.319, -1.041, -2.793], [3.612, 3.235, -4.426], [5.052, 3.463, -5.421], [3.467, 3.293, -6.194], [4.970, 1.118, -4.640], [4.823, 1.209, -6.384], [3.220, -0.414, -5.573], [2.367, 0.954, -6.257], [1.270, 0.188, -4.210], [1.825, 1.838, -4.035], [2.249, 0.626, -1.983], [3.792, 1.057, -2.694], [2.443, -1.691, -2.878], [3.817, -1.265, -1.845], [4.015, -1.290, -3.599], [0.996, 1.815, 2.825], [0.104, 1.123, 3.845], [-1.296, 1.735, 3.934], [-1.338, 3.198, 4.387], [-0.692, 3.475, 5.747], [-1.386, 2.751, 6.892], [1.164, 2.864, 3.081], [1.973, 1.324, 2.783], [0.550, 1.770, 1.826], [0.591, 1.132, 4.826], [0.007, 0.066, 3.564], [-1.905, 1.123, 4.608], [-1.777, 1.664, 2.948], [-2.385, 3.522, 4.417], [-0.851, 3.829, 3.634], [-0.734, 4.554, 5.940], [0.370, 3.209, 5.732], [-2.437, 3.047, 6.957], [-0.903, 3.001, 7.841], [-1.337, 1.665, 6.772]]
}

---

[3]
{
  "formula": "C19H43GaN6",
  "method": "the ωB97M-V functional and the def2-TZVPD basis",
  "gap_ev": 4.8,
  "charge": 0,
  "homo_energy_ev": -5.222,
  "lumo_ev": -0.43,
  "fmax_ha_per_bohr": 0.0171,
  "symbols": ["C", "C", "C", "Ga", "C", "N", "C", "C", "C", "N", "N", "N", "N", "C", "C", "C", "H", "H", "H", "H", "H", "H", "H", "H", "H", "H", "H", "H", "H", "H", "H", "H", "H", "H", "H", "H", "H", "H", "H", "C", "C", "C", "N", "C", "C", "C", "C", "C", "C", "H", "H", "H", "H", "H", "H", "H", "H", "H", "H", "H", "H", "H", "H", "H", "H", "H", "H", "H", "H"],
  "xyz": [[4.066, -2.411, 0.149], [3.736, -1.252, 0.174], [3.340, 0.139, 0.203], [2.355, 0.745, -1.533], [3.491, 2.248, -2.295], [2.998, 2.922, -3.540], [3.932, 2.775, -4.655], [0.515, 1.321, -0.864], [-0.302, 2.300, -1.681], [0.363, 3.595, -1.751], [-1.650, 2.442, -1.025], [-0.511, 1.807, -3.039], [2.236, -0.779, -2.685], [1.488, -0.843, -3.686], [0.142, -1.572, -3.643], [1.825, -0.277, -5.051], [4.319, -3.429, 0.044], [4.218, 0.769, 0.352], [2.690, 0.289, 1.072], [4.505, 1.868, -2.453], [3.591, 2.999, -1.500], [2.977, 3.911, -3.326], [3.423, 2.962, -5.601], [4.287, 1.748, -4.680], [4.802, 3.438, -4.584], [0.695, 1.792, 0.116], [-0.086, 0.437, -0.673], [1.229, 3.562, -1.234], [0.606, 3.801, -2.711], [-1.468, 2.646, -0.048], [-2.084, 3.279, -1.403], [-0.790, 2.578, -3.639], [-1.305, 1.177, -3.022], [0.328, -2.612, -3.378], [-0.392, -1.554, -4.594], [-0.477, -1.111, -2.875], [1.216, 0.609, -5.238], [2.878, -0.018, -5.092], [1.612, -1.002, -5.839], [-4.023, -3.306, 4.135], [-2.568, -3.395, 4.590], [-1.801, -2.098, 4.803], [-1.601, -1.167, 3.625], [-2.804, -0.256, 3.495], [-2.807, 0.573, 2.222], [-2.623, -0.306, 0.995], [-1.313, -1.064, 1.131], [-1.306, -1.941, 2.364], [-0.407, -0.319, 3.945], [-4.132, -2.894, 3.131], [-4.460, -4.303, 4.113], [-4.618, -2.699, 4.820], [-2.006, -4.054, 3.927], [-2.544, -3.882, 5.567], [-0.799, -2.349, 5.149], [-2.277, -1.489, 5.573], [-3.688, -0.886, 3.549], [-2.786, 0.377, 4.382], [-3.749, 1.121, 2.182], [-2.016, 1.326, 2.255], [-2.621, 0.301, 0.088], [-3.455, -1.017, 0.914], [-0.475, -0.366, 1.152], [-1.143, -1.706, 0.266], [-0.340, -2.420, 2.522], [-2.062, -2.718, 2.265], [0.465, -0.961, 4.030], [-0.590, 0.193, 4.886], [-0.249, 0.403, 3.152]]
}